Entry 1:
The following is a DFT calculation (the ωB97M-V functional and the def2-TZVPD basis) of a 2-piece molecular cluster, C9H12O overall at a distorted geometry.

Properties
Structure (SMILES): C#CC(=C)C.CC(C)=C=O
Energy above the lowest of the compared OMol25 structures with the same formula, charge and spin: 458.5 kJ/mol
Total charge: 0

Positions of all 22 atoms, in Å:
C: -0.8852 1.6225 1.8401
C: -1.3707 1.0036 0.9339
C: 1.3320 1.0942 -0.0700
C: -1.8165 1.2412 -1.3503
C: -1.8413 0.4526 -0.2941
C: 1.5590 -0.1494 0.0242
C: -2.0138 -1.0121 -0.1422
C: 1.5532 -0.9577 -1.2104
C: 2.0324 -0.7140 1.3684
O: 1.0478 2.2203 -0.0061
H: -0.8492 2.4503 2.4697
H: -2.2146 0.8018 -2.3043
H: -1.5434 2.2816 -1.1559
H: -3.1540 -1.1589 -0.2354
H: -1.6368 -1.3116 0.8961
H: -1.4120 -1.5588 -0.9551
H: 2.1566 -1.8447 -1.0402
H: 2.0363 -0.4925 -2.1157
H: 0.5924 -1.3671 -1.6374
H: 1.3279 -1.5377 1.7727
H: 2.0828 0.1605 1.9660
H: 3.0171 -1.2242 1.2461

Forces on atoms 1 to 2 (eV/Å):
C -1.1 -0.3 -0.3
C -0.1 0.9 0.1


Entry 2:
The following is a DFT calculation (the ωB97M-V functional and the def2-TZVPD basis) of a 2-piece molecular cluster, C9H12O2S overall at a distorted geometry.

Properties
Energy above the lowest of the compared OMol25 structures with the same formula, charge and spin: 386.7 kJ/mol
Total charge: 0

Positions of all 24 atoms, in Å:
C: -0.8423 1.2702 -1.8040
C: -1.2949 0.2271 -0.9914
C: 1.0245 1.4090 -0.2957
C: 0.3042 1.8916 -1.4064
C: -0.5853 -0.1228 0.0872
C: 0.5716 0.3645 0.5908
C: 0.7943 3.0534 -2.1778
C: 1.3723 -0.3535 1.6646
C: -1.3436 -1.6657 1.3428
O: 0.5923 -3.3860 1.9951
O: -1.6118 -4.3801 1.9139
S: -0.7081 -3.3752 1.4118
H: -1.3237 1.4943 -2.7127
H: -2.1898 -0.2731 -1.2717
H: 2.0421 1.9206 -0.1406
H: 1.8971 3.3214 -2.2477
H: 0.4707 3.2167 -3.2503
H: 0.4000 3.8687 -1.6416
H: 0.6621 -0.6557 2.4042
H: 1.6827 -1.2656 1.1987
H: 2.3301 0.1247 2.0758
H: -2.3705 -1.7556 0.8917
H: -1.4986 -1.2243 2.4299
H: -0.3756 -3.7047 -0.0666

Forces on atoms 1 to 2 (eV/Å):
C -0.1 -1.3 1.5
C -0.8 0.5 -1.4


Entry 3:
The following is a DFT calculation (the ωB97M-V functional and the def2-TZVPD basis) of a 2-piece molecular cluster, C9H12O6PS overall at a distorted geometry.

Properties
Energy above the lowest of the compared OMol25 structures with the same formula, charge and spin: 1050.4 kJ/mol
Total charge: +1

Positions of all 29 atoms, in Å:
O: -0.6408 -2.2142 -2.1512
C: -0.7426 -0.9251 -2.4916
O: 0.4014 -0.2249 -3.1536
P: 1.5631 0.1296 -1.8706
C: -2.1718 -0.1753 -2.1171
C: -3.4614 -0.9703 -1.4187
C: -4.8318 -0.1155 -1.0451
C: -4.9511 1.4939 -1.3855
C: -3.6501 2.2443 -2.1048
C: -2.2406 1.4448 -2.4889
H: 1.0985 -0.3237 -0.5674
H: 1.8897 1.5434 -1.7763
H: 2.7677 -0.6267 -2.1606
H: -3.4304 -2.1345 -1.1784
H: -5.7057 -0.7149 -0.5326
H: -5.9172 2.1217 -1.1102
H: -3.6583 3.4009 -2.3943
H: -1.3295 2.0010 -3.0156
C: 3.8144 0.1938 3.6011
C: 3.3545 -1.2350 3.8781
O: 2.2354 -1.4401 3.0189
S: 2.4499 -0.5738 1.6536
O: 2.9902 -1.4537 0.6412
O: 1.2778 0.2434 1.4421
O: 3.6565 0.3793 2.1954
H: 3.1757 0.9199 4.1143
H: 4.8555 0.3563 3.8926
H: 3.0717 -1.3864 4.9226
H: 4.1289 -1.9586 3.6025

Forces on atoms 1 to 2 (eV/Å):
O 0.3 8.4 -2.4
C -3.0 -6.6 2.8


Entry 4:
The following is a DFT calculation (the ωB97M-V functional and the def2-TZVPD basis) of C9H13BN2 as an isolated structure at a distorted geometry.

Properties
Energy above the lowest of the compared OMol25 structures with the same formula, charge and spin: 239.1 kJ/mol
Total charge: 0

Positions of all 25 atoms, in Å:
B: -1.0194 0.2664 0.2508
C: 2.5763 -2.8004 -0.7408
C: 1.6440 -2.7233 -1.7761
C: 2.6109 -1.9559 0.3955
C: 0.6167 -1.7827 -1.5658
C: 1.5126 -1.0960 0.5647
C: 0.5317 -1.0554 -0.4266
C: -2.6943 1.3097 1.3825
C: -1.8287 2.3701 0.6502
C: 0.2824 2.2192 -0.7447
N: -1.9139 0.0726 1.2690
N: -0.9124 1.6025 -0.1512
H: 3.4824 -3.4144 -0.9645
H: 1.5341 -3.2932 -2.6574
H: 3.4583 -2.1393 1.1296
H: -0.3166 -1.7841 -2.1525
H: 1.2768 -0.5856 1.4953
H: -2.7666 1.3169 2.4610
H: -3.7110 1.1813 0.8903
H: -2.5913 3.0389 0.1116
H: -1.3736 2.9832 1.3710
H: 0.4944 3.0292 -0.0669
H: 1.1256 1.4358 -0.8063
H: 0.0589 2.5773 -1.7340
H: -2.0769 -0.7726 1.8152

Forces on atoms 1 to 2 (eV/Å):
B 4.3 -2.7 -2.2
C 2.2 -0.2 -1.2


Entry 5:
The following is a DFT calculation (the ωB97M-V functional and the def2-TZVPD basis) of an isolated ion of composition C9H13BNO and charge -1 at a distorted geometry.

Properties
Total charge: -1

Positions of all 25 atoms, in Å:
B: 3.5039 -0.1741 -0.3132
C: 2.5181 1.1529 -0.5920
C: 1.0823 0.8066 -0.1797
C: 0.1843 1.9753 0.1190
O: 0.5416 3.1141 0.1760
N: -1.2186 1.7259 0.4381
C: -1.6633 0.3603 0.3351
C: -1.5842 -0.5317 1.3996
C: -2.0027 -1.8464 1.2484
C: -2.4913 -2.2673 0.0157
C: -2.5833 -1.3798 -1.0468
C: -2.1739 -0.0598 -0.8910
H: 4.2191 -0.4236 -1.2794
H: 4.1478 -0.0394 0.7271
H: 2.7850 -1.1710 -0.1462
H: 2.5046 1.3087 -1.6711
H: 2.8582 2.0473 -0.0825
H: 0.6644 0.1702 -0.9513
H: 1.1368 0.2230 0.7411
H: -1.3425 2.0469 1.3924
H: -1.1670 -0.1620 2.3245
H: -1.9317 -2.5318 2.0770
H: -2.7967 -3.2943 -0.1162
H: -2.9604 -1.6827 -2.0112
H: -2.2307 0.6329 -1.7133

Forces on atoms 1 to 2 (eV/Å):
B -0.4 0.0 0.1
C 0.0 -1.1 -0.1


Entry 6:
The following is a DFT calculation (the ωB97M-V functional and the def2-TZVPD basis) of C9H13Br2N2P as an isolated structure at a distorted geometry.

Properties
Total charge: 0

Positions of all 27 atoms, in Å:
N: 0.8901 2.5829 3.5586
C: -0.3278 2.9173 2.9956
C: -1.5799 1.8896 2.7460
P: -2.0267 1.5773 0.9165
C: -0.4467 1.6825 -0.2249
C: -0.1327 0.3111 -1.0374
C: 1.1824 0.3780 -2.0707
C: 1.8916 1.8809 -2.0278
C: 1.4293 3.1326 -1.0944
N: 0.2392 3.0023 -0.2009
H: 0.8456 1.5624 3.7728
H: -0.4793 4.0482 2.6588
H: -2.5211 2.3726 3.2991
H: -1.3042 0.8677 3.2722
H: -2.8610 2.6525 0.4288
H: -0.7742 -0.6838 -0.9543
H: 1.5318 -0.5109 -2.7455
H: 2.8438 2.0527 -2.7193
H: 2.0036 4.1703 -1.1108
Br: 1.2988 -4.6988 -2.9568
C: 0.6816 -4.7191 -1.1070
C: -0.8057 -4.4653 -1.0238
Br: -1.2149 -2.5757 -1.2805
H: 1.2788 -3.9823 -0.5628
H: 0.9230 -5.7200 -0.7379
H: -1.1824 -4.7043 -0.0253
H: -1.3832 -5.0209 -1.7679

Forces on atoms 1 to 2 (eV/Å):
N -5.5 0.8 -2.4
C 2.9 -0.7 1.4


Entry 7:
The following is a DFT calculation (the ωB97M-V functional and the def2-TZVPD basis) of a 2-piece molecular cluster, C9H13BrN overall at a distorted geometry.

Properties
Energy above the lowest of the compared OMol25 structures with the same formula, charge and spin: 0.0 kJ/mol
Total charge: +1

Positions of all 24 atoms, in Å:
C: -1.2974 2.3743 -0.2506
C: -1.2311 1.6483 -1.4487
C: -0.9138 1.8191 0.9871
C: -0.9491 0.2880 -1.2983
C: -0.6337 0.4619 1.0242
C: 0.7579 -2.1299 -0.4252
C: -1.5546 -2.3384 0.6734
C: 3.1719 0.8415 0.2340
C: -0.4030 -1.6617 -0.0468
N: -0.6469 -0.2473 -0.1253
Br: 2.1074 1.5718 -1.1069
H: -1.5752 3.4479 -0.2020
H: -1.6077 1.9593 -2.4870
H: -0.7815 2.5265 1.7784
H: -0.8675 -0.3548 -2.1245
H: -0.4285 -0.0929 1.9038
H: 2.4221 0.2552 0.9147
H: 0.8974 -3.1649 -0.2221
H: 1.6108 -1.6106 -0.7391
H: -2.4879 -1.7458 0.2764
H: -1.6871 -3.3451 0.3924
H: -1.4082 -2.2129 1.7280
H: 3.7115 1.6005 0.8253
H: 3.7941 0.1102 -0.2611

Forces on atoms 1 to 2 (eV/Å):
C 0.3 1.0 -0.3
C -1.6 -0.6 -0.2


Entry 8:
The following is a DFT calculation (the ωB97M-V functional and the def2-TZVPD basis) of C9H13Cl2NO4RuS2 as an isolated structure.

Properties
2S+1: 2
⟨S²⟩: 0.7579
Energy above the lowest of the compared OMol25 structures with the same formula, charge and spin: 7.1 kJ/mol
Total charge: +1

Positions of all 32 atoms, in Å:
Ru: -0.2445 0.0834 1.5247
O: 2.0018 -0.0477 1.4425
C: 2.6756 1.1963 1.7765
C: 2.9562 1.9787 0.5079
C: 1.7301 2.0409 -0.4124
C: 0.5426 2.7330 0.1969
C: 0.4383 4.1122 0.1099
C: -0.6831 4.7657 0.5804
C: -1.7082 4.0114 1.1259
C: -1.5444 2.6509 1.2248
N: -0.4351 2.0077 0.7889
H: 2.5348 -0.5039 0.7810
H: 3.5831 0.9752 2.3361
H: 1.9872 1.7153 2.4411
H: 3.7683 1.5010 -0.0475
H: 3.3111 2.9764 0.7741
H: 1.4398 1.0302 -0.7016
H: 1.9861 2.5549 -1.3384
H: 1.2428 4.6618 -0.3604
H: -0.7633 5.8422 0.5087
H: -2.6179 4.4631 1.4935
H: -2.2954 2.0300 1.6864
Cl: -1.5621 -0.3281 -0.8856
C: -1.4960 -2.0892 -0.6341
Cl: -0.1037 -2.4360 0.4038
H: -1.3590 -2.5697 -1.5943
H: -2.3968 -2.4029 -0.1210
O: -0.2779 1.0438 3.2796
S: -0.8307 -0.2770 3.8562
O: -1.0728 -0.3177 5.2439
O: 0.1773 -1.2092 3.2502
S: -2.3125 -0.4362 2.4558

Forces on atoms 1 to 2 (eV/Å):
Ru 0.7 -0.4 0.4
O 0.0 0.6 0.1


Entry 9:
The following is a DFT calculation (the ωB97M-V functional and the def2-TZVPD basis) of C9H13ClNO as an isolated structure at a distorted geometry.

Properties
Energy above the lowest of the compared OMol25 structures with the same formula, charge and spin: 131.8 kJ/mol
Total charge: +1

Positions of all 25 atoms, in Å:
C: -3.4723 -0.8587 -0.2424
C: -2.6315 -0.4406 -1.3051
C: -2.9566 -0.8012 1.0554
C: -1.3562 0.0265 -1.1001
C: -1.6701 -0.3124 1.3274
C: -0.8318 0.0774 0.2056
C: 1.7864 -0.4580 -1.2427
C: 2.9633 0.2158 0.7213
C: 0.5310 0.5564 0.6453
N: 1.6869 -0.2273 0.2073
O: 0.7073 2.1146 -0.2522
Cl: 0.5949 3.4139 0.7014
H: -4.3309 -1.3597 -0.7033
H: -3.0121 -0.4848 -2.3379
H: -3.5521 -1.0511 1.8866
H: -0.8601 0.4026 -1.9735
H: -1.3564 -0.3062 2.3192
H: 1.6002 0.5870 -1.6755
H: 2.8174 -0.8809 -1.6043
H: 1.0436 -1.0905 -1.4981
H: 3.0915 0.4619 1.8488
H: 3.6815 -0.5717 0.5227
H: 3.2188 1.1179 0.1528
H: 0.6640 0.9806 1.6128
H: 1.6432 -1.1112 0.7284

Forces on atoms 1 to 2 (eV/Å):
C 1.8 -0.3 -1.8
C -0.8 -0.2 0.3


Entry 10:
The following is a DFT calculation (the ωB97M-V functional and the def2-TZVPD basis) of a 2-piece molecular cluster, C9H13ClO2 overall at a distorted geometry.

Properties
Energy above the lowest of the compared OMol25 structures with the same formula, charge and spin: 343.8 kJ/mol
Total charge: 0

Positions of all 25 atoms, in Å:
C: -1.6552 -2.5037 -0.7072
C: 2.2082 -0.9988 2.4604
C: -0.5596 -1.7649 -0.9031
C: 0.9890 -1.3639 2.0697
C: 0.4355 1.5618 -1.7945
C: 1.7566 2.1792 -1.6276
C: -1.2005 1.0908 1.1433
C: -1.6299 0.3792 -0.0935
C: -0.6051 -0.3952 -0.7947
O: -0.5345 2.0720 -2.2506
O: 0.4822 0.3441 -1.2848
Cl: -0.0431 -2.5515 2.3496
H: -1.5274 -3.5334 -0.8471
H: -2.5762 -2.0870 -0.4768
H: 2.7453 -1.5493 3.1738
H: 2.6772 -0.1380 2.1155
H: 0.3322 -2.2983 -1.2649
H: 2.2559 2.4146 -2.6543
H: 2.3072 1.4137 -0.9504
H: 1.7011 3.1501 -1.0926
H: -0.2471 1.7850 0.8776
H: -0.8600 0.3383 1.8695
H: -1.9814 1.7322 1.4973
H: -1.9703 1.1083 -0.7843
H: -2.5001 -0.3856 -0.0307

Forces on atoms 1 to 2 (eV/Å):
C 0.6 -0.9 0.0
C -2.5 -1.0 -0.5


Entry 11:
The following is a DFT calculation (the ωB97M-V functional and the def2-TZVPD basis) of an isolated ion of composition C9H13INO3 and charge +1 at a distorted geometry.

Properties
Structure (SMILES): OCCOCOCc1cc[nH+]cc1I
Total charge: +1

Positions of all 27 atoms, in Å:
O: -3.8165 1.0984 2.6568
C: -4.1344 0.0621 1.6983
C: -3.6891 0.5034 0.2315
O: -2.9147 -0.4855 -0.4699
C: -1.6186 -0.6356 0.0842
O: -0.5917 -0.3714 -0.9028
C: 0.5680 -1.0899 -0.4512
C: 1.8990 -0.3545 -0.7848
C: 2.0686 0.6705 -1.8243
C: 3.3977 1.2705 -1.9740
N: 4.4657 0.9109 -1.1745
C: 4.3623 -0.0591 -0.1961
C: 3.0942 -0.7429 0.0379
I: 3.0083 -2.2705 1.5479
H: -2.8565 1.2510 2.6704
H: -3.6385 -0.9166 1.9434
H: -5.2528 -0.0539 1.7784
H: -3.1317 1.4728 0.3308
H: -4.6417 0.6292 -0.3585
H: -1.5683 -1.7049 0.4594
H: -1.4945 0.0522 0.9802
H: 0.5957 -2.1402 -0.8773
H: 0.5035 -1.1133 0.6802
H: 1.2057 0.9534 -2.4709
H: 3.5755 2.0520 -2.7543
H: 5.3763 1.3561 -1.3141
H: 5.2285 -0.3442 0.4536

Forces on atoms 1 to 2 (eV/Å):
O 0.2 -0.7 -0.5
C 0.2 0.4 -0.2


Entry 12:
The following is a DFT calculation (the ωB97M-V functional and the def2-TZVPD basis) of the molecule C9H13IO5 at a distorted geometry.

Properties
2S+1: 3
⟨S²⟩: 2.0089
Energy above the lowest of the compared OMol25 structures with the same formula, charge and spin: 0.0 kJ/mol
Total charge: 0

Positions of all 28 atoms, in Å:
C: -2.4546 -2.4734 0.3546
C: -1.3812 -1.8901 1.2580
C: -1.0049 -0.4364 0.9554
C: -0.0645 -0.2564 -0.2724
C: -2.3195 0.3641 0.8896
C: -0.6455 -0.5814 -1.5974
C: -3.2754 -0.2844 -0.0555
C: 2.7506 0.9017 -1.0977
C: 0.5573 1.1664 -0.2569
O: -2.4901 -3.6513 0.0712
O: -3.3835 -1.6453 -0.1166
O: -2.9006 0.4215 2.1847
O: -0.8803 -1.8175 -2.0286
O: 1.9322 1.1401 0.0250
I: -5.1247 0.6727 -0.2797
H: -1.7978 -1.9244 2.2702
H: -0.5113 -2.5501 1.2392
H: -0.4305 -0.0661 1.8131
H: 0.7615 -0.9640 -0.0849
H: -2.1397 1.3830 0.5170
H: -0.8576 0.1766 -2.3297
H: 3.7699 0.8533 -0.7226
H: 2.6648 1.7202 -1.8214
H: 2.4959 -0.0390 -1.5965
H: 0.1131 1.7633 0.5410
H: 0.3738 1.6784 -1.2107
H: -2.4784 1.1069 2.7130
H: -0.7788 -2.5007 -1.3489

Forces on atoms 1 to 2 (eV/Å):
C 1.4 -1.5 0.5
C -0.1 0.2 0.0


| no. | E_tot (hartree) |
| --- | --- |
| 1 | -425.196141 |
| 2 | -898.641593 |
| 3 | -1540.457135 |
| 4 | -485.067017 |
| 5 | -505.605141 |
| 6 | -5949.293534 |
| 7 | -2979.216674 |
| 8 | -2517.845129 |
| 9 | -940.525027 |
| 10 | -961.201392 |
| 11 | -928.568776 |
| 12 | -1024.489561 |